Arrangement 1

# C5H11N2

2 unconnected molecules or ions with the total composition C5H11N2 (ωB97M-V with the def2-TZVPD basis set, the OMol25 dataset).

The geometry in XYZ format:
```
18
Properties=species:S:1:pos:R:3
C 0.11157 1.54520 -0.61902
C -3.97975 -0.47335 0.11871
C 1.53870 -0.55658 -0.80043
C -2.84488 -0.31337 0.65267
C 1.08787 0.74822 -0.08455
N 1.81742 0.97272 1.06722
N 2.12506 -1.46549 0.23359
H 0.02044 2.55917 -0.31653
H -0.52459 1.13547 -1.42654
H -4.39756 0.45046 -0.38214
H -4.64177 -1.28436 -0.00072
H 0.83877 -1.10230 -1.40769
H 2.44184 -0.22209 -1.46825
H -2.01658 0.16468 0.92910
H 1.50900 1.76391 1.67726
H 2.36894 0.11460 1.37936
H 3.01655 -1.85279 -0.02383
H 1.52900 -2.18411 0.47179
```

The molar mass is 99.157 g mol⁻¹. The total charge is +1. Its frontier orbital gap (spin up / spin down) is 10.45 / 3.84 eV.

These are the Löwdin partial charges, in e, on atoms 1 to 6: 0.18, -0.08, -0.14, 0.09, -0.29, 0.21



Arrangement 2

# C5H11N2

2 unconnected molecules or ions with the total composition C5H11N2 (ωB97M-V with the def2-TZVPD basis set, the OMol25 dataset).

The geometry in XYZ format:
```
18
Properties=species:S:1:pos:R:3
C -2.05959 0.30767 1.23412
C 1.73909 -0.22473 -0.53857
C 0.68220 -1.17917 -0.25982
C 1.74986 1.31020 -0.48191
C -1.99433 -1.11393 -0.57936
N -1.30795 -0.29378 0.40273
N 1.68070 -0.93360 0.75969
H -3.12192 0.12976 1.37238
H -1.80020 1.02729 1.95232
H 2.25383 -0.83868 -1.37597
H 2.71590 1.74675 -0.29955
H 1.00960 1.55358 0.21892
H 1.42698 1.61994 -1.52459
H -1.22226 -1.87343 -0.80748
H -2.87421 -1.38234 -0.14722
H -2.06853 -0.56504 -1.56394
H 2.34794 -1.68190 1.14325
H 1.42555 -0.37171 1.50787
```

The molar mass is 99.157 g mol⁻¹. The total charge is +1. Its frontier orbital gap is 9.31 eV.

These are the Löwdin partial charges, in e, on atoms 1 to 6: 0.03, -0.27, 0.14, 0.01, -0.11, -0.08



Most stable: arrangement 1 (next structure +0.691 eV)



Arrangement 1

# C5H11N2

2 unconnected molecules or ions with the total composition C5H11N2 (ωB97M-V with the def2-TZVPD basis set, the OMol25 dataset).

The geometry in XYZ format:
```
18
Properties=species:S:1:pos:R:3
C 0.52652 -0.36126 1.91243
C -0.01198 2.38538 0.03869
C 0.01801 0.81363 1.76259
C 0.38853 -1.11693 -1.67181
C -1.35937 0.48549 -0.14004
N -0.42944 1.27092 0.53337
N 0.92234 -2.22776 -1.46283
H 0.91327 -0.66106 2.83604
H 0.45145 -1.27264 1.31468
H -0.53366 2.68687 -0.82271
H 0.89791 2.85760 0.43837
H 0.07557 1.59233 2.51003
H 0.35584 -0.93650 -2.71181
H -0.57495 -0.20231 -0.85041
H -1.88587 -0.16752 0.68210
H -2.08293 0.93388 -0.68325
H 1.19687 -2.55700 -0.54339
H 1.41187 -2.79224 -2.09699
```

The molar mass is 99.157 g mol⁻¹. The total charge is +1. Its frontier orbital gap (spin up / spin down) is 8.00 / 8.00 eV.

These are the Löwdin partial charges, in e, on atoms 1 to 6: 0.10, 0.18, -0.14, 0.01, -0.08, -0.21



Arrangement 2

# C5H11N2

A molecular structure, C5H11N2 (ωB97M-V with the def2-TZVPD basis set, the OMol25 dataset).

The geometry in XYZ format:
```
18
Properties=species:S:1:pos:R:3
C -1.17145 2.49409 -0.56316
C -0.37326 1.99404 0.56861
C 0.20053 0.83445 -0.07508
C 1.44898 -1.40176 -0.54923
C 0.49230 -0.67368 0.46974
N -1.24334 1.08026 -0.11318
N -0.86984 -1.21616 0.41010
H -2.05232 3.10870 -0.51253
H -0.77206 2.60006 -1.58779
H -0.47956 2.14336 1.71653
H 0.81706 1.08917 -1.01963
H 0.84586 -1.62953 -1.49273
H 1.85014 -2.28377 -0.10152
H 2.35476 -0.94970 -0.82843
H 1.05213 -0.65305 1.43829
H -1.15316 -1.47682 1.44299
H -0.93539 -2.04860 -0.23889
H -1.39792 -0.23258 0.15951
```

The molar mass is 99.157 g mol⁻¹. The total charge is +1. Its frontier orbital gap is 12.03 eV.

These are the Löwdin partial charges, in e, on atoms 1 to 6: 0.00, -0.14, -0.18, -0.04, -0.26, -0.03



Arrangement 3

# C5H11N2

A molecular structure, C5H11N2 (ωB97M-V with the def2-TZVPD basis set, the OMol25 dataset).

The geometry in XYZ format:
```
18
Properties=species:S:1:pos:R:3
C -1.95715 0.17608 1.54917
C -0.73299 -0.56209 -1.11962
C 1.47433 0.69039 -0.78142
C 0.71323 -1.03976 0.79976
C -0.46214 0.96688 0.57773
N -2.82011 -0.37280 2.03325
N 0.26721 -0.05655 -0.16378
H -0.83266 -1.56689 -1.56546
H -1.65177 -0.41747 -0.66578
H -0.74667 0.19762 -1.94648
H 1.96248 1.34558 -0.17687
H 2.17794 0.07341 -1.21861
H 1.04875 1.29258 -1.65541
H 1.53790 -0.57500 1.41862
H -0.15023 -1.29737 1.47818
H 1.08974 -1.85106 0.24775
H 0.03763 1.39925 1.34352
H -0.95548 1.59721 -0.15454
```

The molar mass is 99.157 g mol⁻¹. The total charge is +1. Its frontier orbital gap is 12.35 eV.

These are the Löwdin partial charges, in e, on atoms 1 to 6: -0.09, 0.01, 0.07, 0.00, 0.04, 0.12



Most stable: arrangement 2 (next structure +0.627 eV)